No. 1
{
  "formula": "C31H45As3Br2Cl3ILaN3O2S",
  "method": "ωB97M-V/def2-TZVPD",
  "species": ["La", "C", "As", "C", "C", "C", "C", "C", "As", "C", "C", "C", "As", "C", "C", "H", "H", "H", "H", "H", "H", "H", "H", "H", "H", "H", "H", "H", "H", "H", "H", "H", "H", "H", "H", "H", "H", "H", "H", "H", "H", "H", "Cl", "C", "Cl", "Cl", "C", "N", "C", "S", "C", "H", "H", "H", "H", "H", "H", "Br", "C", "C", "C", "C", "C", "C", "C", "O", "O", "H", "H", "H", "H", "N", "C", "C", "N", "C", "H", "H", "H", "H", "Br", "C", "C", "C", "C", "C", "C", "I", "H", "H", "H", "H"],
  "positions_angstrom": [[0.05309, -0.25783, 1.29419], [3.18456, 2.11958, -1.44316], [2.05874, 0.53341, -1.18977], [3.51354, -0.67281, -1.03324], [1.56983, 0.02494, -3.02708], [0.39067, 0.72446, -3.76501], [0.55849, 0.12738, -5.17318], [-0.91571, 0.19097, -3.24087], [-1.58180, 0.55230, -1.40192], [-3.13465, -0.43273, -1.77185], [-1.85435, 2.44177, -1.53424], [0.61867, 2.21283, -3.79812], [-0.10803, 3.79192, -4.90710], [0.92406, 3.37614, -6.55214], [-1.88601, 3.06933, -5.52323], [3.44573, 2.09417, -2.52994], [4.09597, 2.01839, -0.82678], [2.60376, 3.02216, -1.22130], [4.34619, -0.10537, -0.53407], [3.90344, -0.89426, -2.04578], [3.16391, -1.51309, -0.48314], [1.15223, -0.96341, -2.86726], [2.44221, -0.02700, -3.70857], [0.60650, -0.98189, -5.13864], [1.42712, 0.56978, -5.70026], [-0.32297, 0.38204, -5.77157], [-0.90795, -0.90520, -3.28957], [-1.67284, 0.57890, -3.90697], [-3.75418, 0.11033, -2.47780], [-3.87320, -0.48622, -0.96882], [-2.99125, -1.43746, -2.15633], [-1.96216, 2.66967, -2.59519], [-0.97183, 2.82864, -1.09285], [-2.77262, 2.74230, -1.02403], [1.72554, 2.20943, -4.10593], [0.59977, 2.73523, -2.81777], [1.97605, 3.20435, -6.33647], [0.92977, 4.30676, -7.18617], [0.59726, 2.53225, -7.11423], [-2.52304, 2.86066, -4.58874], [-1.85682, 2.13203, -5.96336], [-2.37340, 3.70982, -6.23606], [5.52088, 0.98909, 2.64794], [4.32751, 0.93905, 3.93469], [4.57523, -0.42206, 4.93228], [4.34802, 2.46940, 4.86980], [3.01716, 0.80708, 3.36884], [1.92235, 0.76452, 3.00341], [-2.07182, 3.66490, 2.87204], [-0.72227, 3.10996, 1.74409], [0.67765, 4.13472, 2.32993], [-1.60986, 3.49704, 3.81078], [-2.96591, 3.05397, 2.76578], [-2.29546, 4.71518, 2.65033], [1.52066, 3.84690, 1.64143], [0.93588, 4.06144, 3.37357], [0.46816, 5.16319, 2.01297], [1.08665, -6.33606, -3.24002], [1.65005, -5.64088, -1.63796], [2.78947, -6.25413, -1.04935], [3.41900, -5.61473, 0.01362], [2.90223, -4.37197, 0.49958], [1.78118, -3.86073, -0.10134], [1.14990, -4.45607, -1.13802], [1.11672, -2.66305, 0.35646], [0.11089, -2.16240, -0.23776], [1.56854, -2.13620, 1.47912], [3.19068, -7.21842, -1.41716], [4.36692, -5.95485, 0.36346], [3.27704, -3.87472, 1.38738], [0.35498, -3.92200, -1.82504], [-4.34588, -1.59256, 2.66450], [-4.14438, -2.44582, 1.64567], [-2.91645, -2.05999, 1.13922], [-2.42746, -0.95315, 1.82053], [-3.31174, -0.78069, 2.79173], [-5.12340, -1.47383, 3.31063], [-4.90917, -3.12189, 1.28454], [-2.24927, -2.40596, 0.27959], [-3.21816, -0.06075, 3.58671], [-3.06079, -3.53761, 4.78276], [-2.43445, -2.05393, 5.87241], [-3.27884, -1.59361, 6.86929], [-2.89379, -0.48179, 7.56270], [-1.69169, 0.13378, 7.25890], [-0.81304, -0.36675, 6.31369], [-1.24106, -1.43681, 5.52857], [0.14775, -2.16022, 4.20264], [-4.13141, -2.24458, 7.14249], [-3.49212, -0.00319, 8.29833], [-1.40849, 0.97692, 7.89900], [0.10718, 0.13962, 6.08957]],
  "charge": 2,
  "spin_multiplicity": 1,
  "de_lowest_kcal_mol": 30.0,
  "fmax_ev_per_a": 4.6
}

=====

No. 2
{
  "formula": "C31H45BeO3",
  "method": "ωB97M-V/def2-TZVPD",
  "species": ["O", "C", "C", "H", "H", "C", "H", "H", "C", "H", "H", "H", "C", "H", "H", "H", "Be", "C", "C", "C", "H", "C", "C", "H", "H", "H", "H", "C", "C", "C", "H", "C", "C", "H", "H", "H", "H", "O", "C", "C", "H", "H", "C", "H", "H", "C", "H", "H", "H", "H", "C", "C", "C", "C", "C", "C", "C", "C", "C", "C", "C", "C", "O", "H", "H", "H", "H", "H", "H", "H", "H", "H", "H", "H", "H", "H", "H", "H", "H", "H"],
  "positions_angstrom": [[-0.36751, -0.12284, -3.24354], [0.82521, -0.16114, -4.11158], [0.21593, 0.91861, -5.01277], [0.91927, -1.19003, -4.51373], [1.74163, 0.14581, -3.58137], [-0.97114, 0.92413, -4.02383], [-0.16025, 0.54839, -5.96793], [0.72702, 1.88199, -5.05071], [-2.24450, 0.43990, -4.67702], [-2.05882, -0.50934, -5.20440], [-2.52431, 1.16869, -5.43990], [-3.06918, 0.37252, -3.95688], [-1.05844, 2.27787, -3.37218], [-0.06130, 2.71125, -3.26290], [-1.56782, 2.27795, -2.41595], [-1.60824, 2.92054, -4.06724], [0.21981, -0.55546, 1.31206], [1.02039, 1.13356, 1.08002], [2.23020, 0.35543, 0.81995], [2.55596, 0.49072, -0.54237], [2.84886, -0.14556, 1.56880], [1.57927, 1.32755, -1.16238], [0.67962, 1.75800, -0.18396], [-0.13166, 2.47476, -0.33166], [0.70785, 1.53034, 2.05293], [3.43752, 0.08737, -1.03976], [1.58443, 1.61517, -2.21055], [-1.78653, -0.36883, 1.72396], [-2.28099, 0.77582, 1.04341], [-2.19128, 0.54491, -0.35507], [-2.71671, 1.65627, 1.51190], [-1.61913, -0.71701, -0.57344], [-1.33310, -1.32613, 0.70382], [-1.24864, -2.40102, 0.85876], [-1.98641, -0.60808, 2.77141], [-2.58678, 1.20528, -1.12525], [-1.47158, -1.19268, -1.54123], [0.48573, -1.45108, -6.63057], [0.07129, -0.57532, -7.72090], [0.51087, -1.15554, -9.06500], [0.56591, 0.41232, -7.62321], [-1.02840, -0.42491, -7.66670], [1.50781, -2.26188, -8.68099], [0.99990, -0.37180, -9.66351], [-0.35437, -1.55449, -9.58449], [1.35243, -2.47141, -7.15473], [2.52034, -1.92374, -8.89645], [1.28200, -3.17352, -9.24252], [2.33809, -2.40364, -6.65090], [0.92202, -3.45441, -6.93240], [2.33200, 0.19199, 4.65293], [1.12955, -0.53910, 5.23600], [-0.15862, 0.25579, 4.99067], [1.02410, -1.99690, 4.76194], [1.02372, -3.07602, 5.64150], [0.93914, -4.39109, 5.16747], [0.89816, -4.63915, 3.78883], [0.88319, -3.58597, 2.87515], [0.88999, -3.87283, 1.36763], [2.25438, -4.38069, 0.91424], [-0.23467, -4.84370, 0.99792], [0.88750, -2.25866, 3.37986], [0.75793, -1.22340, 2.57199], [2.19265, 0.34346, 3.57787], [3.24543, -0.38880, 4.81127], [2.46281, 1.17293, 5.12549], [1.26778, -0.60384, 6.32329], [-0.25362, 0.51270, 3.92621], [-1.04525, -0.31995, 5.28634], [-0.14990, 1.19056, 5.56550], [1.08682, -2.88772, 6.71714], [0.91564, -5.22229, 5.86360], [0.87925, -5.66368, 3.42291], [0.71126, -2.92360, 0.84406], [2.50113, -5.32146, 1.41458], [2.27591, -4.54513, -0.16735], [3.03058, -3.64612, 1.15626], [-1.20037, -4.49063, 1.38775], [-0.33004, -4.94260, -0.09026], [-0.04764, -5.83918, 1.41656]],
  "charge": -1,
  "spin_multiplicity": 1,
  "de_lowest_kcal_mol": 0.0,
  "fmax_ev_per_a": 2.0
}